Density functional theory data (wB97M-V/def2-TZVPD) for a molecular structure, C27H30ClN5OPRh at a distorted geometry.

Its LUMO energy (spin up / spin down) is -6.8 / -9.0 eV. As for the multiplicity: 5. Its gap between HOMO and LUMO (spin up / spin down) is 7.25 / 5.91 eV. Its charge is +2.

Each line ends with the Mulliken spin population.
Geometry (Å):
Rh -1.05833 -0.10809 0.52228  2.32
Cl 0.27474 0.32692 2.80048  0.07
C 1.57261 1.43621 2.37892  -0.03
C 2.20213 2.11768 3.39813  0.00
C 3.23437 2.98989 3.07298  0.01
C 3.62152 3.16133 1.75200  0.00
C 2.97613 2.46552 0.73985  0.01
C 1.94012 1.58546 1.04299  0.01
P 1.09659 0.63031 -0.23523  0.13
C 1.51994 1.38188 -1.80837  0.00
C 2.39543 0.77622 -2.70682  0.02
C 2.74770 1.44858 -3.86992  0.00
C 2.22115 2.70352 -4.14097  0.02
C 1.33003 3.29971 -3.25449  0.00
C 0.97179 2.63734 -2.09281  0.04
C 1.82701 -1.02220 -0.20288  0.03
C 2.89357 -1.36310 0.62806  0.03
C 3.40112 -2.65455 0.59485  0.00
C 2.84149 -3.60869 -0.24769  0.02
C 1.77252 -3.27681 -1.07233  -0.01
C 1.26066 -1.98691 -1.04590  0.01
H 1.89718 1.97404 4.42715  0.00
H 3.73550 3.53487 3.86266  0.00
H 4.42569 3.84164 1.50580  0.00
H 3.28067 2.59852 -0.29093  0.00
H 2.81660 -0.19891 -2.49774  0.00
H 3.44011 0.98913 -4.56400  0.00
H 2.50630 3.22257 -5.04740  0.00
H 0.91441 4.27528 -3.47250  0.00
H 0.27811 3.09937 -1.39563  0.00
H 3.33796 -0.62171 1.28142  0.00
H 4.24188 -2.91978 1.22469  0.00
H 3.24076 -4.61576 -0.25997  0.00
H 1.34620 -4.01933 -1.73711  0.00
H 0.44306 -1.71264 -1.70640  0.00
C -2.52423 -1.73281 -1.75399  -0.01
N -2.54665 -0.34724 -1.23675  0.09
C -2.18847 0.59336 -2.31597  0.02
C -3.88433 -0.04606 -0.68328  0.00
C -3.84374 1.11797 0.28517  0.01
N -2.90064 0.88533 1.39924  0.12
C -3.45113 -0.06241 2.39279  -0.01
C -2.56409 2.16750 2.05832  0.02
H -3.36553 -1.91256 -2.43051  0.00
H -2.58815 -2.44457 -0.93222  0.00
H -1.60481 -1.90479 -2.31009  0.01
H -2.88489 0.50401 -3.15577  0.00
H -1.18274 0.38131 -2.67438  -0.01
H -2.21403 1.62026 -1.95314  0.01
H -4.25820 -0.94295 -0.18831  0.00
H -4.58112 0.19162 -1.49301  0.00
H -4.84945 1.28893 0.67886  0.01
H -3.53624 2.02801 -0.22981  0.00
H -4.37040 0.33499 2.83262  0.01
H -2.72785 -0.21769 3.19103  0.00
H -3.67473 -1.02303 1.93261  0.01
H -3.47469 2.70266 2.34369  0.01
H -1.98868 2.79903 1.38136  0.00
H -1.98255 1.98274 2.95654  0.00
O -1.25616 -2.20070 1.36750  0.51
N -0.37850 -2.98210 1.69533  0.47
C -0.41697 -4.25930 1.80922  0.06
C -1.57675 -4.98746 1.37321  0.02
N -2.54471 -5.50433 1.02691  -0.01
C 0.73837 -4.93995 2.32854  0.00
N 1.67537 -5.47728 2.72110  -0.01


Density functional theory data (wB97M-V/def2-TZVPD) for a molecular structure, C11H11F4N2RhS3 at a distorted geometry.

Its LUMO energy (spin up / spin down) is -2.5 / -2.2 eV. Its gap between HOMO and LUMO (spin up / spin down) is 5.26 / 5.81 eV.

Each line ends with the natural charge from an NBO analysis.
Geometry (Å):
Rh 0.98859 -0.64630 1.06551  0.83
C -0.86851 -3.29880 1.21331  -0.42
N -0.70561 -2.13310 0.35751  -0.37
C -0.38541 -2.55490 -1.00139  -0.43
C -1.89371 -1.28160 0.43651  -0.23
C -1.70941 0.05980 -0.27649  -0.24
N -0.45441 0.64500 0.12041  -0.66
C -0.14671 1.89420 -0.22779  0.09
C 1.01109 2.48830 0.34801  0.30
F 1.73769 1.71010 1.20321  -0.33
C 1.40699 3.77970 0.09681  0.35
F 2.48239 4.27370 0.72121  -0.30
C 0.70579 4.57330 -0.80119  -0.38
C -0.40701 4.01940 -1.41659  0.36
F -1.08961 4.75160 -2.30779  -0.30
C -0.84491 2.73990 -1.13449  0.25
F -1.95051 2.29680 -1.77119  -0.32
H -1.72751 -3.90180 0.89731  0.19
H -1.02131 -2.98540 2.24471  0.21
H 0.02979 -3.90910 1.16931  0.23
H -1.23391 -3.06150 -1.47579  0.19
H 0.45489 -3.24500 -0.96059  0.23
H -0.08901 -1.69940 -1.60499  0.22
H -2.08241 -1.08530 1.49941  0.21
H -2.76841 -1.79730 0.01381  0.20
H -2.55051 0.71220 -0.00299  0.21
H -1.74021 -0.07890 -1.36499  0.20
H 1.01549 5.57910 -1.02139  0.25
S 5.07829 -2.43570 1.26061  -0.04
C 3.51709 -1.96260 0.96001  -0.57
S 2.90669 -1.30910 -0.47989  0.10
S 2.33429 -2.13720 2.23981  -0.05


Density functional theory data (wB97M-V/def2-TZVPD) for a gas-phase ion, CH4NO (charge -1) at a distorted geometry.

Its LUMO energy is 5.4 eV. As for the SMILES: NC[O-]. Its gap between HOMO and LUMO is 7.60 eV. Its charge is -1.

Each line ends with the natural charge from an NBO analysis.
Geometry (Å):
N -0.98041 0.00275 -0.05063  -0.94
C 0.55517 -0.20770 -0.07495  0.14
O 1.26208 0.81165 0.35176  -0.94
H -0.97137 0.86154 -0.58426  0.33
H -1.23389 0.26640 0.89410  0.32
H 0.64469 -0.61239 -1.10755  0.05
H 0.72373 -1.12226 0.57151  0.04


Density functional theory data (wB97M-V/def2-TZVPD) for C2H3N3 in the gas phase at a distorted geometry.

Its LUMO energy is 1.2 eV. As for the SMILES: c1cn[nH]n1. Its gap between HOMO and LUMO is 11.44 eV.

Each line ends with the natural charge from an NBO analysis.
Geometry (Å):
N -0.06997 0.22810 -1.20011  -0.25
C -0.68605 -0.58648 -0.35458  -0.11
C -0.11671 -0.42473 0.91715  -0.11
N 0.82835 0.51305 0.86784  -0.21
N 0.82344 0.80386 -0.38732  -0.17
H 1.07543 1.64623 -0.94691  0.42
H -1.47984 -1.23392 -0.69020  0.22
H -0.33345 -0.92160 1.84658  0.22


Density functional theory data (wB97M-V/def2-TZVPD) for 15 unconnected molecules or ions with the total composition C42H78N12 at a distorted geometry.

Its LUMO energy is 0.4 eV. Its gap between HOMO and LUMO is 11.05 eV.

Each line ends with the Mulliken charge.
Geometry (Å):
C -1.41653 1.99511 -0.25852  -1.40
C -0.54664 0.94112 0.44683  1.00
C 0.95694 1.02783 0.11726  0.50
C 1.85587 0.22465 1.09433  0.58
C 3.28058 -0.04932 0.57428  0.16
C 3.93442 1.19882 -0.04622  -1.03
H -1.30151 1.79695 -1.32120  0.44
H -0.95421 2.99867 -0.07401  0.05
H -2.47199 2.05254 -0.02149  0.41
H -0.79480 1.04934 1.51758  -0.63
H -0.83142 -0.05872 0.15434  -0.30
H 1.25363 2.10389 0.11459  -0.02
H 1.10097 0.65269 -0.91715  -0.03
H 1.83861 0.72618 2.07523  -0.82
H 1.33816 -0.73052 1.25946  -0.07
H 3.90243 -0.43257 1.40335  -0.02
H 3.15045 -0.82826 -0.18805  0.04
H 4.11405 1.93107 0.76701  0.27
H 4.89873 1.02988 -0.48878  0.51
H 3.25867 1.82566 -0.69606  0.11
C -0.85311 -2.03587 -3.44869  -1.58
C -1.94444 -1.69976 -2.46528  1.32
C -3.17775 -1.15014 -3.23127  -0.93
C -4.51585 -1.08167 -2.47380  -0.63
C -4.56618 -0.01484 -1.40752  0.72
C -5.56611 -0.18003 -0.26194  -1.26
H -1.34464 -2.75426 -4.09933  0.51
H 0.07727 -2.39608 -2.96862  0.27
H -0.58742 -1.11182 -3.94491  0.30
H -2.19623 -2.57017 -1.87217  -0.12
H -1.53600 -0.89976 -1.84697  -0.48
H -3.29425 -1.71528 -4.13136  0.49
H -2.85575 -0.13980 -3.51897  0.16
H -5.37405 -0.91441 -3.11301  0.40
H -4.66388 -2.12050 -1.99384  0.14
H -3.55603 -0.03539 -0.92614  -0.55
H -4.75910 0.95466 -1.87569  0.33
H -5.19730 0.37445 0.59971  0.24
H -6.53043 0.10798 -0.59608  0.44
H -5.68935 -1.24492 0.07883  0.18
C 0.84081 -4.18834 1.39976  -1.00
C -0.08809 -4.05259 0.19935  0.48
C -1.53140 -4.33857 0.55181  -1.44
C -2.32422 -3.33070 1.38766  0.55
C -3.78845 -3.77278 1.59667  -0.63
C -4.59606 -2.91945 2.60774  -1.48
H 0.63000 -3.51313 2.19500  0.47
H 1.91568 -4.01192 1.09034  -0.31
H 0.82969 -5.17998 1.83554  0.49
H 0.01862 -3.04127 -0.29929  -0.24
H 0.13209 -4.83292 -0.52997  0.31
H -1.59166 -5.34549 1.06451  0.45
H -2.03735 -4.45477 -0.39675  0.38
H -1.81037 -3.26106 2.37307  0.21
H -2.23504 -2.34315 0.94031  -0.20
H -4.29741 -3.86972 0.65820  0.39
H -3.61408 -4.79314 1.95736  0.41
H -4.28289 -3.19449 3.62210  0.42
H -4.43526 -1.87675 2.48716  0.31
H -5.63261 -3.17739 2.56523  0.38
C -8.04745 3.92042 -3.51436  -0.87
C -6.86542 3.88810 -4.26198  0.43
N -6.03207 3.85016 -5.05618  -0.36
H -8.84435 4.38549 -4.10635  0.28
H -8.07142 4.45449 -2.55180  0.29
H -8.27193 2.86263 -3.28461  0.23
C 2.86809 2.63771 4.03247  -0.54
C 1.56067 3.07729 3.58160  0.26
N 0.53250 3.41946 3.23088  -0.36
H 3.16060 1.78042 3.38272  -0.05
H 2.77787 2.07767 5.00173  0.30
H 3.50971 3.48376 3.93938  0.44
C -2.65104 3.10655 -6.19599  -0.88
C -1.62203 3.07009 -5.19810  0.43
N -0.78066 2.64871 -4.52635  -0.35
H -2.31100 2.83091 -7.24761  0.28
H -3.23041 4.00727 -6.25735  0.31
H -3.35831 2.33808 -5.92155  0.23
C -1.00838 -0.30618 4.14787  -0.18
C -0.01326 0.22506 5.03352  0.30
N 0.79118 0.60971 5.76623  -0.54
H -1.36555 -1.28957 4.43426  0.43
H -0.63696 -0.32745 3.04060  -0.26
H -1.87612 0.30846 4.32245  0.28
C 3.84768 -0.94067 6.23048  -0.69
C 4.87061 -0.72333 5.19360  0.45
N 5.56778 -0.57906 4.28768  -0.49
H 3.98661 -1.88581 6.65775  0.38
H 2.89972 -0.85769 5.78399  0.06
H 3.87069 -0.10758 6.91995  0.31
C 0.38439 6.36063 -0.25112  -0.86
C 1.13648 5.34409 -0.95591  0.37
N 1.58761 4.34731 -1.31224  -0.28
H -0.20609 6.88883 -0.93810  0.36
H 1.15982 6.99575 0.24283  0.28
H -0.27544 5.79928 0.43709  0.20
C 2.88450 -7.03899 -0.16018  -0.72
C 3.92698 -6.16182 -0.64276  0.46
N 4.78933 -5.54885 -1.08255  -0.44
H 3.24262 -8.01212 0.13260  0.34
H 2.10096 -7.25191 -0.92928  0.32
H 2.21641 -6.68214 0.64428  0.07
C 5.23318 -1.71548 -2.77389  -0.78
C 3.84338 -1.27383 -3.03591  0.38
N 2.75449 -0.83875 -3.16897  -0.41
H 5.36714 -1.49931 -1.71570  0.18
H 5.91696 -1.20041 -3.41195  0.34
H 5.15242 -2.80229 -2.89823  0.33
C 4.25013 -3.37220 1.88440  -0.21
C 4.33594 -4.77250 2.20631  0.00
N 4.38468 -5.93232 2.36608  -0.52
H 3.91349 -3.34161 0.83837  0.02
H 5.14202 -2.80699 2.06558  0.67
H 3.45828 -2.98689 2.59216  0.10
C -2.62780 3.58710 3.66281  -0.44
C -3.91751 2.93430 3.32918  0.36
N -4.82054 2.25230 3.06523  -0.50
H -2.82326 4.62368 3.94644  0.39
H -1.95238 3.41057 2.80347  -0.01
H -2.21702 3.16826 4.61712  0.23
C 4.98447 4.58516 -0.88618  -0.43
C 4.32025 4.78457 0.39872  0.40
N 3.84255 4.99898 1.42608  -0.51
H 4.23710 5.04948 -1.56801  0.17
H 4.97822 3.53616 -1.20898  -0.02
H 5.94327 5.07272 -0.85849  0.40
C 2.45486 2.31508 -4.31174  -0.62
C 3.80617 2.43137 -3.81688  0.36
N 4.94059 2.51001 -3.50974  -0.61
H 2.11455 3.31346 -4.63891  0.40
H 1.78434 1.91531 -3.55041  0.03
H 2.45731 1.71907 -5.21909  0.44